No. 1
{"formula": "C41H68AgBr9FN2O17PbS", "method": "ωB97M-V with the def2-TZVPD basis set", "elements": ["Pb", "Ag", "C", "O", "H", "H", "H", "C", "O", "H", "H", "H", "C", "C", "C", "C", "C", "C", "N", "O", "C", "C", "C", "H", "H", "H", "H", "H", "H", "H", "H", "H", "H", "H", "H", "H", "H", "H", "H", "H", "H", "C", "C", "C", "C", "C", "C", "N", "O", "C", "C", "C", "H", "H", "H", "H", "H", "H", "H", "H", "H", "H", "H", "H", "H", "H", "H", "H", "H", "H", "S", "O", "O", "O", "O", "C", "C", "C", "O", "C", "O", "O", "H", "H", "H", "H", "H", "H", "C", "C", "C", "O", "C", "O", "O", "H", "H", "H", "H", "H", "H", "C", "C", "C", "O", "C", "O", "O", "H", "H", "H", "H", "H", "H", "F", "C", "C", "C", "C", "C", "C", "H", "H", "H", "H", "H", "C", "Br", "Br", "Br", "H", "C", "Br", "Br", "Br", "H", "C", "Br", "Br", "Br", "H"], "positions_angstrom": [[0.480, -3.100, -2.733], [0.037, -0.247, -4.836], [-1.712, -3.030, -5.717], [-0.884, -2.316, -4.912], [-2.763, -2.988, -5.428], [-1.597, -2.759, -6.767], [-1.517, -4.094, -5.847], [3.462, -1.385, -4.146], [2.081, -1.270, -3.856], [3.887, -2.005, -3.356], [3.726, -1.730, -5.146], [3.954, -0.435, -3.937], [-3.079, 1.180, -4.554], [-2.330, 2.542, -4.580], [-2.424, 3.025, -3.042], [-1.331, 4.030, -2.672], [0.056, 3.444, -2.939], [0.340, 3.002, -4.387], [-0.845, 2.285, -4.903], [-0.642, 1.626, -6.184], [1.730, 2.151, -4.279], [0.776, 4.168, -5.324], [-2.925, 3.635, -5.543], [-4.054, 1.256, -4.073], [-2.559, 0.478, -3.903], [-3.306, 0.712, -5.512], [-2.664, 2.234, -2.332], [-3.160, 3.809, -2.866], [-1.388, 4.440, -1.663], [-1.428, 4.921, -3.293], [0.281, 2.685, -2.190], [0.760, 4.249, -2.724], [1.815, 1.227, -3.707], [2.425, 2.843, -3.804], [2.129, 1.898, -5.262], [-0.083, 4.828, -5.441], [1.082, 3.815, -6.308], [1.443, 4.834, -4.777], [-2.848, 3.281, -6.572], [-2.317, 4.533, -5.651], [-3.946, 3.898, -5.269], [0.076, 0.800, 0.632], [0.496, -0.572, 0.021], [0.466, -1.606, 1.257], [-0.943, -2.057, 1.769], [-1.747, -2.492, 0.605], [-1.815, -1.575, -0.659], [-0.413, -1.109, -1.037], [-0.483, -0.427, -2.337], [-2.808, -0.346, -0.474], [-2.545, -2.478, -1.714], [1.945, -0.474, -0.561], [-0.871, 0.709, 1.164], [-0.024, 1.571, -0.131], [0.857, 1.244, 1.250], [1.024, -1.115, 2.055], [0.961, -2.549, 1.024], [-1.512, -1.262, 2.249], [-0.777, -2.881, 2.464], [-2.741, -2.319, 1.016], [-1.780, -3.575, 0.486], [-3.503, -0.304, 0.365], [-3.477, -0.295, -1.333], [-2.264, 0.591, -0.591], [-2.799, -2.035, -2.677], [-3.530, -2.701, -1.302], [-2.070, -3.456, -1.791], [2.353, 0.300, -1.211], [2.067, -1.449, -1.032], [2.736, -0.660, 0.165], [0.931, -5.571, -0.887], [1.544, -6.836, -1.248], [1.930, -4.546, -1.159], [-0.158, -5.241, -1.702], [0.475, -5.586, 0.503], [-1.935, -2.108, 5.451], [-2.705, -3.459, 5.199], [-3.738, -3.438, 4.036], [-3.340, -4.533, 3.186], [-2.074, -4.875, 3.429], [-1.342, -5.576, 2.812], [-1.768, -4.421, 4.724], [-1.174, -2.107, 6.232], [-2.684, -1.361, 5.710], [-1.339, -1.805, 4.590], [-3.106, -3.811, 6.150], [-3.940, -2.498, 3.522], [-4.707, -3.670, 4.476], [3.265, -2.998, 3.723], [2.253, -3.888, 4.392], [2.766, -5.212, 4.870], [2.231, -5.270, 6.173], [1.514, -4.109, 6.507], [1.002, -3.835, 7.612], [1.662, -3.231, 5.472], [3.627, -3.504, 2.828], [4.110, -2.859, 4.397], [2.778, -2.026, 3.652], [1.448, -4.138, 3.701], [3.842, -5.081, 4.989], [2.505, -5.969, 4.131], [5.718, 0.553, 0.156], [6.247, 1.930, 0.586], [7.101, 1.791, 1.832], [8.237, 2.415, 1.357], [8.198, 2.832, 0.099], [9.140, 3.414, -0.513], [7.092, 2.378, -0.462], [5.257, 0.030, 0.994], [6.559, 0.008, -0.273], [5.000, 0.422, -0.653], [5.369, 2.546, 0.781], [7.389, 0.802, 2.186], [6.538, 2.308, 2.608], [-0.600, 4.963, 1.732], [-1.816, 4.666, 2.072], [-2.524, 3.591, 1.408], [-3.757, 3.206, 1.868], [-4.291, 3.850, 2.951], [-3.752, 5.001, 3.492], [-2.450, 5.400, 3.080], [-1.995, 3.009, 0.668], [-4.283, 2.353, 1.466], [-5.255, 3.491, 3.283], [-4.078, 5.650, 4.291], [-2.058, 6.306, 3.517], [-7.033, -1.397, -0.676], [-8.947, -1.077, -1.026], [-6.212, -2.709, -2.045], [-6.904, -2.303, 1.101], [-6.434, -0.487, -0.699], [2.675, 4.449, 1.111], [2.750, 6.286, 0.298], [3.844, 4.417, 2.772], [2.949, 3.044, -0.338], [1.669, 4.288, 1.497], [1.946, 1.512, 4.712], [1.163, -0.165, 5.441], [0.516, 2.765, 4.126], [2.951, 0.954, 3.081], [2.668, 1.927, 5.415]], "mulliken_charge": [1.292, 0.400, -1.216, -0.393, 0.251, 0.287, 0.239, -1.156, -0.344, 0.320, 0.180, 0.223, -1.628, 1.597, -0.445, -1.358, -0.033, 1.644, 1.185, -0.631, -1.955, -1.795, -1.860, 0.457, 0.090, 0.298, -0.087, 0.220, 0.515, 0.417, -0.752, 0.512, 0.100, 0.515, 0.405, 0.401, 0.390, 0.376, 0.402, 0.326, 0.403, 0.449, 1.659, -1.780, 1.300, -2.092, 2.703, -0.181, 1.743, -0.938, -1.973, -0.763, 0.288, -1.139, -0.346, -0.012, 0.544, 0.125, -0.805, 0.272, 0.181, -0.035, 0.414, -0.313, -0.249, 0.273, 0.655, -0.154, 0.106, -0.121, 0.814, -0.712, -0.725, -0.726, -0.456, -0.596, 0.392, -0.481, -0.303, 0.493, -0.383, -0.300, 0.347, 0.346, -0.222, 0.352, 0.237, 0.360, -1.315, 0.885, -0.408, -0.367, 0.475, -0.631, 0.032, 0.443, 0.530, -0.133, -0.199, 0.298, 0.381, -1.422, 1.937, -0.259, -0.379, 0.590, -0.646, -0.337, 0.262, 0.401, 0.241, -0.969, 0.233, 0.299, -0.134, -0.171, 0.406, -0.621, -0.586, -0.509, -0.384, 0.363, 0.512, 0.360, 0.338, 0.430, -0.308, -0.072, 0.006, 0.000, 0.339, 0.260, -0.092, -0.127, 0.291, -0.263, -0.612, 0.073, -0.049, 0.037, 0.530], "total_charge": -2, "gap_ev": [4.01, 4.01], "e_lumo_ha": [0.072, 0.072], "s_squared": 0.757, "multiplicity": 2}



No. 2
{"formula": "C38H28N7O4PbS", "method": "ωB97M-V with the def2-TZVPD basis set", "elements": ["Pb", "N", "C", "N", "C", "N", "N", "C", "C", "C", "C", "C", "C", "N", "C", "C", "C", "C", "C", "C", "H", "H", "H", "H", "H", "H", "H", "H", "H", "H", "H", "C", "C", "C", "C", "N", "C", "C", "C", "C", "C", "C", "C", "H", "H", "H", "H", "H", "H", "H", "H", "O", "O", "S", "O", "N", "C", "O", "C", "C", "C", "C", "C", "C", "H", "H", "H", "H", "C", "C", "C", "C", "C", "C", "H", "H", "H", "H", "H"], "positions_angstrom": [[-0.271, -0.047, 0.168], [-0.957, -4.507, 0.126], [-0.850, -3.293, 0.714], [-1.368, -2.205, 0.283], [-2.139, -2.246, -0.917], [-2.685, -1.161, -1.383], [-2.382, -0.097, -0.585], [-3.294, 0.844, -0.410], [-2.974, 1.694, 0.703], [-3.658, 2.875, 1.044], [-3.266, 3.538, 2.176], [-2.219, 3.020, 2.960], [-1.603, 1.855, 2.560], [-1.945, 1.176, 1.457], [-2.344, -3.531, -1.580], [-3.130, -3.657, -2.721], [-3.308, -4.900, -3.304], [-2.698, -6.022, -2.754], [-1.914, -5.904, -1.619], [-1.743, -4.663, -1.025], [-0.574, -5.320, 0.575], [-0.258, -3.291, 1.625], [-4.219, 0.921, -0.966], [-4.466, 3.239, 0.425], [-3.763, 4.454, 2.473], [-1.895, 3.524, 3.860], [-0.790, 1.432, 3.134], [-3.598, -2.779, -3.144], [-3.921, -4.997, -4.191], [-2.836, -6.993, -3.213], [-1.442, -6.786, -1.199], [3.110, -2.637, 1.773], [3.492, -3.346, 0.648], [2.837, -3.129, -0.550], [1.796, -2.203, -0.628], [1.437, -1.517, 0.486], [2.077, -1.736, 1.635], [1.063, -1.940, -1.902], [1.415, -2.633, -3.070], [0.759, -2.410, -4.260], [-0.274, -1.478, -4.310], [-0.641, -0.785, -3.172], [0.012, -0.995, -1.954], [3.597, -2.774, 2.728], [4.300, -4.066, 0.702], [3.146, -3.688, -1.419], [1.733, -1.152, 2.478], [2.215, -3.366, -3.070], [1.048, -2.957, -5.150], [-0.795, -1.298, -5.246], [-1.446, -0.069, -3.226], [1.458, 0.588, -0.802], [5.482, 1.801, 1.928], [4.423, 1.371, 2.797], [4.743, 0.546, 3.934], [3.192, 0.730, 1.951], [2.114, 1.474, 2.026], [0.983, 1.285, 1.506], [2.268, 2.733, 2.855], [1.367, 3.741, 3.144], [1.787, 4.794, 3.949], [3.083, 4.840, 4.457], [3.993, 3.829, 4.166], [3.547, 2.800, 3.365], [0.363, 3.703, 2.746], [1.091, 5.591, 4.182], [3.384, 5.673, 5.081], [5.005, 3.844, 4.546], [-0.674, 4.553, -2.318], [0.243, 4.351, -1.299], [0.323, 3.117, -0.663], [-0.508, 2.043, -1.017], [-1.424, 2.279, -2.053], [-1.507, 3.513, -2.693], [-0.739, 5.515, -2.817], [0.903, 5.159, -0.997], [1.048, 2.982, 0.126], [-2.090, 1.492, -2.371], [-2.229, 3.659, -3.491]], "mulliken_charge": [2.005, 0.115, -0.688, -0.444, 0.270, -1.471, 1.318, -1.350, 1.343, -1.415, -0.172, -1.065, -0.142, -0.101, 0.955, -0.383, -0.865, -0.476, -0.793, -0.165, 0.273, 0.613, 0.234, 0.420, 0.412, 0.468, 0.710, 0.443, 0.406, 0.397, 0.374, -0.984, -0.928, -0.625, 0.911, 0.601, -0.824, 0.556, -0.942, -0.954, -1.097, -0.438, 1.012, 0.494, 0.422, 0.437, 0.689, 0.234, 0.391, 0.411, 0.236, -0.737, -0.719, 1.144, -0.717, -0.375, -0.013, 0.475, 0.104, -0.250, -1.040, -0.473, -0.619, -0.174, 0.754, 0.404, 0.377, 0.420, -0.600, -0.843, -0.528, 1.675, -0.480, -1.051, 0.342, 0.451, 0.358, -0.115, 0.400], "total_charge": -1, "gap_ev": [4.82, 6.25], "e_lumo_ha": [0.074, 0.074]}



No. 3
{"formula": "C43H54N5O4P2RuS4", "method": "ωB97M-V with the def2-TZVPD basis set", "elements": ["Ru", "C", "P", "C", "N", "C", "C", "C", "C", "C", "C", "N", "C", "P", "C", "C", "C", "C", "C", "C", "C", "C", "C", "H", "H", "H", "H", "H", "H", "H", "H", "H", "H", "H", "H", "H", "H", "H", "H", "H", "H", "H", "H", "H", "H", "H", "H", "H", "H", "H", "H", "O", "S", "C", "C", "C", "C", "S", "O", "C", "C", "C", "C", "C", "C", "C", "C", "C", "C", "C", "C", "H", "H", "H", "H", "H", "H", "H", "H", "H", "H", "H", "H", "H", "H", "H", "H", "H", "H", "N", "C", "C", "C", "C", "C", "C", "S", "O", "O", "N", "C", "S", "C", "C", "N", "H", "H", "H", "H", "H", "H", "H", "H"], "positions_angstrom": [[-0.415, -0.408, -0.519], [-1.112, 1.403, -3.522], [0.104, 1.213, -2.209], [1.598, 0.634, -3.056], [1.929, 1.224, -4.183], [3.085, 0.833, -4.761], [3.491, 1.423, -5.983], [4.677, 1.050, -6.538], [5.509, 0.082, -5.910], [5.143, -0.507, -4.739], [3.912, -0.146, -4.139], [3.527, -0.748, -2.992], [2.375, -0.386, -2.479], [1.794, -1.223, -0.957], [2.999, -0.693, 0.285], [2.019, -3.058, -1.130], [3.487, -3.430, -1.384], [1.161, -3.545, -2.297], [1.592, -3.692, 0.201], [0.428, 2.917, -1.542], [1.334, 3.717, -2.481], [-0.913, 3.639, -1.385], [1.088, 2.754, -0.177], [-0.704, 2.129, -4.228], [-2.053, 1.775, -3.118], [-1.262, 0.451, -4.029], [2.848, 2.161, -6.442], [5.000, 1.494, -7.470], [6.445, -0.187, -6.379], [5.761, -1.247, -4.251], [3.980, -0.943, -0.120], [2.847, -1.212, 1.229], [2.943, 0.381, 0.453], [3.889, -2.978, -2.284], [3.519, -4.515, -1.501], [4.128, -3.179, -0.540], [1.525, -3.157, -3.251], [0.115, -3.267, -2.192], [1.210, -4.633, -2.342], [2.356, -3.551, 0.966], [1.474, -4.766, 0.051], [0.649, -3.305, 0.578], [0.950, 3.769, -3.499], [2.346, 3.317, -2.519], [1.390, 4.736, -2.093], [-1.334, 3.926, -2.349], [-0.746, 4.556, -0.817], [-1.646, 3.042, -0.843], [2.022, 2.190, -0.236], [0.405, 2.252, 0.513], [1.322, 3.736, 0.238], [0.077, -0.516, 1.689], [0.677, -0.879, 3.048], [-0.593, -0.321, 4.239], [-1.476, 0.784, 3.662], [-2.757, 0.226, 3.043], [-3.607, 1.313, 2.387], [-3.349, 1.460, 0.576], [-2.075, 0.678, 0.275], [-4.723, 0.481, 0.022], [-5.823, 1.184, -0.449], [-6.980, 0.484, -0.766], [-7.013, -0.897, -0.632], [-5.893, -1.589, -0.182], [-4.740, -0.901, 0.160], [1.976, 0.258, 3.460], [1.979, 1.572, 3.020], [3.009, 2.409, 3.422], [4.009, 1.929, 4.258], [3.991, 0.610, 4.691], [2.974, -0.242, 4.287], [-0.029, -0.003, 5.114], [-1.171, -1.205, 4.511], [-0.918, 1.358, 2.919], [-1.737, 1.479, 4.462], [-3.353, -0.243, 3.829], [-2.518, -0.552, 2.317], [-3.394, 2.300, 2.797], [-4.675, 1.129, 2.490], [-5.790, 2.263, -0.542], [-7.858, 1.023, -1.098], [-7.923, -1.438, -0.855], [-5.929, -2.665, -0.067], [-3.879, -1.423, 0.552], [1.185, 1.926, 2.382], [3.027, 3.440, 3.095], [4.809, 2.585, 4.573], [4.775, 0.239, 5.337], [2.967, -1.276, 4.608], [-7.777, -1.208, -5.274], [-6.564, -1.470, -4.815], [-6.057, -2.807, -4.864], [-4.785, -3.059, -4.439], [-3.989, -2.007, -3.953], [-4.491, -0.693, -3.856], [-5.754, -0.416, -4.280], [-2.259, -2.336, -3.619], [-2.141, -3.764, -3.680], [-1.574, -1.507, -4.567], [-1.945, -1.777, -2.154], [-2.088, -2.611, -1.082], [-2.944, -4.093, -0.884], [-2.520, -4.094, 0.793], [-1.729, -3.045, 1.090], [-1.483, -2.214, 0.017], [-8.355, -1.932, -5.681], [-8.149, -0.268, -5.286], [-6.681, -3.596, -5.264], [-4.363, -4.054, -4.496], [-3.855, 0.090, -3.468], [-6.153, 0.590, -4.243], [-2.832, -4.893, 1.446], [-1.285, -2.829, 2.048]], "mulliken_charge": [2.250, -1.753, 1.775, -0.158, -0.247, 0.258, -0.567, -0.620, -0.611, -0.578, 0.236, -0.148, -0.558, 1.077, -1.271, 1.912, -1.805, -2.311, -1.656, 2.283, -1.755, -1.716, -2.143, 0.624, 0.444, 0.469, 0.500, 0.440, 0.436, 0.501, 0.641, 0.298, 0.197, 0.348, 0.529, 0.411, 0.327, 0.561, 0.615, 0.375, 0.553, 0.079, 0.311, 0.405, 0.518, 0.410, 0.551, 0.201, 0.328, -0.355, 0.846, -0.515, 0.366, -1.070, -0.353, 0.192, -1.222, 0.050, -1.253, 0.835, -0.502, -0.792, -0.700, -0.706, 0.006, 0.921, -0.124, -0.841, -0.573, -0.806, -0.345, 0.583, 0.605, -0.252, 0.692, 0.667, -0.519, 0.688, 0.474, 0.474, 0.516, 0.515, 0.513, 0.050, 0.099, 0.475, 0.439, 0.455, 0.486, -0.343, 1.187, -0.752, -0.576, -0.185, -0.216, -0.808, 1.241, -0.664, -0.856, 0.079, -0.553, -0.098, -0.566, -1.614, 1.562, 0.255, 0.253, 0.409, 0.628, 0.247, 0.395, 0.523, 0.467], "total_charge": 3, "gap_ev": [7.56, 5.03], "e_lumo_ha": [-0.284, -0.376], "s_squared": 6.060, "multiplicity": 5}



Computed E_tot (hartree) in order:
-26995.3579, -2739.9125, -4615.1496